C6H11N2O5 | the ωB97M-V functional and the def2-TZVPD basis

```
! wB97M-V def2-TZVPD RIJCOSX def2/J DEFGRID3
* xyz -1 1
C 0.02352 -0.08633 1.88867
C 0.69146 0.32634 0.53170
C -0.57913 0.20296 -0.54402
C 1.32220 1.71755 0.52738
C -0.62458 1.25604 -1.65166
C -0.81771 -2.25060 -0.68169
N -1.81022 0.30973 0.33207
N 1.72168 -0.64271 0.13353
O -2.84644 -0.31025 -0.05712
O 2.19569 -1.40641 0.95000
O 2.18456 -0.47894 -1.02160
O -1.26785 -0.52885 1.61553
O -0.48456 -0.97045 -1.34574
H 0.59843 -0.75764 2.46163
H 0.06691 0.82732 2.55389
H 1.99298 1.94354 -0.23126
H 1.97053 1.84976 1.53006
H 0.56190 2.45207 0.42969
H -1.72877 1.24358 -1.93368
H -0.16221 0.98777 -2.54273
H -0.30186 2.15654 -1.23755
H -0.80680 -3.10353 -1.48703
H -1.85496 -2.12621 -0.29400
H -0.04477 -2.61127 0.07392
*
```

The HOMO-LUMO gap comes out at 6.02 eV. The energy above the lowest of the compared OMol25 structures with the same formula, charge and spin is 0.000 eV.

***

C6H8N | the ωB97M-V functional and the def2-TZVPD basis

```
! wB97M-V def2-TZVPD RIJCOSX def2/J DEFGRID3
* xyz 1 1
C 1.97497 -0.16381 -0.09531
C 2.86794 -0.34793 -0.94099
C -1.70738 0.40920 -0.33217
C 0.53763 -0.48676 0.00925
C -0.25716 0.88551 -0.13859
C -0.22153 0.11174 1.17855
N -1.63252 -0.39436 0.97988
H 2.37614 0.59635 0.54425
H 3.81897 -0.26395 -1.34111
H -2.53456 1.10164 -0.19582
H -1.66597 -0.29856 -1.13954
H 0.31321 -1.47156 -0.37181
H 0.18259 1.65932 -0.75873
H -2.15004 -0.02281 1.79455
H -1.90230 -1.31402 0.80760
*
```

The HOMO-LUMO gap (alpha / beta) comes out at 10.09 / 5.49 eV. The energy above the lowest of the compared OMol25 structures with the same formula, charge and spin is 9.073 eV.

***

C4H4N2O | the ωB97M-V functional and the def2-TZVPD basis

```
! wB97M-V def2-TZVPD RIJCOSX def2/J DEFGRID3
* xyz 0 1
C -0.81674 0.97252 0.22260
C -0.09099 -0.11188 -0.01730
C 2.14459 -0.07402 0.01198
C 0.58229 -1.36906 -0.00302
N 0.29204 1.89618 0.03055
N 1.03324 0.72793 -0.30507
O 3.32557 -0.02121 0.13724
H -1.79454 1.27692 0.61257
H 0.43980 -2.00976 0.78262
H 0.80462 -1.59476 -0.99319
H 0.33804 2.59711 -0.72090
*
```

The HOMO-LUMO gap comes out at 9.47 eV. The energy above the lowest of the compared OMol25 structures with the same formula, charge and spin is 5.977 eV.